(1)
{
  "formula": "C5H10O",
  "method": "ωB97M-V/def2-TZVPD",
  "orbital_gap_ev": 8.367,
  "spin_multiplicity": 1,
  "energy_ha": -271.56818,
  "e_lumo_ev": 0.5,
  "de_lowest_ev": 5.019,
  "symbols": ["C", "C", "C", "C", "O", "C", "H", "H", "H", "H", "H", "H", "H", "H", "H", "H"],
  "coordinates": [[2.049, 0.761, 0.156], [1.014, -0.157, -0.520], [0.021, -0.510, 0.546], [-1.837, -1.088, -0.348], [-2.253, -0.157, 0.595], [-1.046, 0.580, 0.745], [2.507, 0.266, 1.017], [1.590, 1.693, 0.505], [2.837, 1.025, -0.555], [1.526, -1.048, -0.901], [0.579, 0.387, -1.380], [-0.786, -1.513, 0.137], [-2.468, -1.983, -0.343], [-1.703, -0.684, -1.363], [-1.015, 1.046, 1.735], [-1.014, 1.379, -0.027]],
  "nbo_charge": [-0.595, -0.508, -0.058, -0.130, -0.507, -0.159, 0.219, 0.203, 0.219, 0.215, 0.174, 0.221, 0.209, 0.167, 0.199, 0.131]
}

(2)
{
  "formula": "C5H10O",
  "method": "ωB97M-V/def2-TZVPD",
  "orbital_gap_ev": 10.727,
  "spin_multiplicity": 1,
  "energy_ha": -271.70115,
  "e_lumo_ev": 1.2,
  "de_lowest_ev": 1.400,
  "symbols": ["C", "O", "C", "C", "C", "C", "H", "H", "H", "H", "H", "H", "H", "H", "H", "H"],
  "coordinates": [[2.319, 0.075, 0.280], [1.193, -0.718, 0.552], [0.127, -0.409, -0.301], [-0.532, 0.988, -0.160], [-1.904, 0.291, 0.058], [-1.198, -1.093, 0.079], [2.171, 1.126, 0.573], [2.579, 0.039, -0.788], [3.159, -0.331, 0.845], [0.434, -0.598, -1.343], [-0.194, 1.583, 0.696], [-0.421, 1.574, -1.072], [-2.589, 0.408, -0.782], [-2.439, 0.569, 0.973], [-1.157, -1.558, 1.066], [-1.549, -1.837, -0.644]],
  "nbo_charge": [-0.251, -0.525, 0.110, -0.444, -0.400, -0.421, 0.166, 0.162, 0.193, 0.156, 0.213, 0.205, 0.203, 0.207, 0.220, 0.206]
}

(3)
{
  "formula": "C5H10O",
  "method": "ωB97M-V/def2-TZVPD",
  "orbital_gap_ev": [7.867, 7.828],
  "spin_multiplicity": 1,
  "energy_ha": -271.53185,
  "e_lumo_ev": [0.5, 0.3],
  "de_lowest_ev": 6.007,
  "symbols": ["C", "C", "C", "C", "C", "O", "H", "H", "H", "H", "H", "H", "H", "H", "H", "H"],
  "coordinates": [[2.104, 0.113, 0.376], [0.602, 0.223, 0.194], [-0.027, -0.476, -1.089], [-1.476, -0.503, -0.975], [-1.256, 0.597, 1.069], [-0.091, -0.151, 1.339], [2.454, 0.838, 1.120], [2.625, 0.300, -0.570], [2.394, -0.887, 0.736], [-0.572, 1.179, 0.103], [0.352, 0.037, -1.978], [0.374, -1.498, -1.074], [-1.950, -1.353, -0.488], [-2.097, 0.003, -1.715], [-2.185, 0.064, 1.267], [-1.251, 1.514, 1.683]],
  "nbo_charge": [-0.675, 0.218, -0.546, -0.358, -0.248, -0.538, 0.229, 0.218, 0.220, 0.234, 0.216, 0.244, 0.189, 0.194, 0.197, 0.203]
}

Copy entry 3 word for word.
{
  "formula": "C5H10O",
  "method": "ωB97M-V/def2-TZVPD",
  "orbital_gap_ev": [7.867, 7.828],
  "spin_multiplicity": 1,
  "energy_ha": -271.53185,
  "e_lumo_ev": [0.5, 0.3],
  "de_lowest_ev": 6.007,
  "symbols": ["C", "C", "C", "C", "C", "O", "H", "H", "H", "H", "H", "H", "H", "H", "H", "H"],
  "coordinates": [[2.104, 0.113, 0.376], [0.602, 0.223, 0.194], [-0.027, -0.476, -1.089], [-1.476, -0.503, -0.975], [-1.256, 0.597, 1.069], [-0.091, -0.151, 1.339], [2.454, 0.838, 1.120], [2.625, 0.300, -0.570], [2.394, -0.887, 0.736], [-0.572, 1.179, 0.103], [0.352, 0.037, -1.978], [0.374, -1.498, -1.074], [-1.950, -1.353, -0.488], [-2.097, 0.003, -1.715], [-2.185, 0.064, 1.267], [-1.251, 1.514, 1.683]],
  "nbo_charge": [-0.675, 0.218, -0.546, -0.358, -0.248, -0.538, 0.229, 0.218, 0.220, 0.234, 0.216, 0.244, 0.189, 0.194, 0.197, 0.203]
}

Which formula does entry 2 have? C5H10O